Record 1
65
Properties=species:S:1:pos:R:3:forces:R:3:mulliken_charge:R:1 method="wB97M-V/def2-TZVPD" molar_mass_da=603.61 homo_energy_ha="-0.05490 / -0.17951" largest_force_ev_per_a=3.1 multiplicity=6 total_charge=-1 de_lowest_kcal_mol=56.63 orbital_gap_ev="1.99 / 6.16"
Mn 0.341741 -0.132251 -0.868603 -2.5 0.0 0.8 1.09
C -3.926358 0.236287 -0.241724 0.0 0.8 -0.5 -0.96
Si -2.839115 -0.024819 -1.771210 -0.2 -0.6 -0.5 0.12
C -2.191190 1.557693 -2.548801 -0.5 0.1 -0.7 -1.08
C -3.792788 -0.784237 -3.295808 1.3 -0.8 0.3 -1.25
N -1.555242 -1.080126 -1.168364 1.0 1.8 -0.6 0.40
C -1.811022 -2.233234 -0.499021 1.6 -1.5 1.3 -0.06
C -2.947292 -3.054139 -0.605130 0.1 0.8 -0.2 -0.40
C -3.050533 -4.297013 0.017775 0.5 0.5 0.1 -0.98
C -2.005813 -4.760241 0.796364 -0.7 0.1 0.4 -0.77
C -0.872751 -3.981774 1.002023 -0.2 0.1 -0.6 -0.74
C -0.768535 -2.776950 0.358086 -0.9 0.6 -1.3 0.98
O 0.395003 -2.004122 0.306780 1.0 -0.6 1.1 0.00
C 1.478571 -2.406376 1.137435 -0.5 -0.8 -1.1 -0.42
C 2.584978 -3.012184 0.544980 -0.1 0.5 -0.6 0.26
C 3.633411 -3.383919 1.382849 0.3 -0.6 -0.6 -0.72
C 3.616365 -3.127079 2.757289 0.1 0.1 -0.9 -0.44
C 2.523019 -2.477265 3.294849 0.2 -0.9 -0.6 -0.84
C 1.396055 -2.290843 2.493805 -1.2 1.9 1.7 0.21
H -4.843325 0.751924 -0.572825 0.1 -0.1 0.3 0.39
H -3.337496 0.938385 0.395833 -0.5 -0.5 -0.2 0.20
H -4.216060 -0.658945 0.332025 0.3 0.3 -0.3 0.37
H -3.030804 2.157727 -2.985889 0.4 -0.7 0.2 0.37
H -1.468262 1.349877 -3.362543 -0.4 0.0 0.4 0.25
H -1.723942 2.226276 -1.870985 0.7 0.6 0.7 0.32
H -3.944638 -0.090713 -4.139522 -0.1 -0.1 0.6 0.37
H -4.737124 -1.125105 -2.881870 -0.3 -0.3 -0.4 0.37
H -3.205331 -1.663042 -3.720664 -0.8 0.9 0.6 0.28
H -3.734907 -2.601726 -1.189026 -0.4 -0.5 -0.2 0.33
H -3.946756 -4.884325 -0.068788 -0.2 -0.1 -0.1 0.40
H -2.138663 -5.658305 1.375083 0.1 -0.3 -0.1 0.33
H -0.093431 -4.379579 1.604802 0.6 -0.1 0.4 0.43
H 2.608596 -3.119954 -0.571652 0.1 0.0 1.3 0.35
H 4.470232 -3.923350 0.919355 -0.2 0.3 0.3 0.36
H 4.451395 -3.431210 3.372937 0.1 0.2 0.0 0.40
H 2.612027 -2.173193 4.314712 -0.6 0.0 0.6 0.46
H 0.453726 -1.904523 2.969071 1.0 -0.2 -0.7 0.38
O 2.251704 -0.102974 -0.712619 0.8 0.1 -0.1 -0.49
N 2.989490 0.174940 -1.792121 -0.2 1.4 -0.9 0.55
C 4.263077 0.632500 -1.592303 -0.2 -1.1 0.4 -0.29
C 5.068412 0.912812 -2.667703 -1.5 0.2 -1.6 -0.68
C 4.525329 0.851972 -4.005624 -1.7 -0.6 1.7 -0.28
C 3.214794 0.373132 -4.184500 1.0 0.5 1.8 -0.73
C 2.389454 0.134020 -3.042131 1.9 -1.0 0.5 0.48
S 0.824496 -0.498108 -3.100741 -0.8 -0.1 -0.3 -0.47
H 4.562726 0.598745 -0.524684 -0.2 0.2 -1.0 0.43
H 6.071523 1.229873 -2.556319 0.7 0.3 0.4 0.43
H 5.036559 1.261964 -4.850709 0.6 -0.3 -0.3 0.41
H 2.782369 0.120484 -5.128858 -0.1 0.4 -0.5 0.42
O 0.427401 2.298668 -0.783310 -0.2 -0.4 -0.2 -0.74
C 0.013643 2.129695 0.381051 1.0 0.6 1.7 0.66
O -0.229463 0.924906 0.815944 0.3 -0.2 -1.2 -0.54
C -0.092401 3.283795 1.407045 0.3 0.1 -1.8 0.44
C 0.374078 4.615828 1.066613 0.4 -1.5 -0.8 -0.77
C 0.134350 5.635615 1.969431 0.5 1.3 -0.8 -0.29
C -0.570833 5.390240 3.102697 -0.7 1.0 1.3 -0.56
C -1.075216 4.117897 3.359128 -0.9 0.7 2.9 -0.41
C -0.772318 3.027875 2.579110 0.5 -0.5 -1.4 -0.20
N -1.838950 3.915138 4.532046 0.6 -1.2 -1.2 0.89
O -2.094089 4.799608 5.378700 0.2 1.2 0.1 -0.81
O -2.236096 2.726340 4.697641 -0.4 -0.7 0.4 -0.78
H 1.006412 4.783160 0.166222 -0.8 -0.3 0.7 0.32
H 0.430243 6.693384 1.763177 0.0 -1.1 0.1 0.28
H -0.783885 6.167431 3.858220 0.1 -0.5 -0.6 0.38
H -1.056550 2.023437 2.850968 -0.2 0.2 0.0 0.61

=====

Record 2
68
Properties=species:S:1:pos:R:3:forces:R:3:mulliken_charge:R:1 method="wB97M-V/def2-TZVPD" molar_mass_da=802.48 homo_energy_ha="0.00455 / -0.04303" largest_force_ev_per_a=2.2 multiplicity=3 total_charge=-2 de_lowest_kcal_mol=36.59 orbital_gap_ev="4.01 / 5.29"
Ti -0.700278 1.115978 0.120342 0.5 2.0 -0.7 -1.00
O -3.394758 1.776143 3.050070 -0.2 0.0 0.1 -0.73
C -2.581891 1.160327 2.392690 0.4 0.0 0.1 -0.18
N -1.350938 1.583423 1.961307 -0.3 0.4 0.5 0.71
C -0.710595 2.705109 2.524689 -0.1 -0.1 0.2 -0.39
O -1.025282 3.253927 3.570278 0.0 0.0 0.0 -0.73
C 0.477894 3.096415 1.751514 0.2 -0.2 0.0 0.49
C 1.145984 4.287314 2.016913 0.0 0.0 0.0 -0.65
C 2.249956 4.634112 1.277310 0.2 0.0 -0.2 -0.61
C 2.703627 3.727806 0.280650 -0.1 0.2 0.2 -0.90
C 2.009341 2.579848 0.053733 -0.1 -0.2 0.1 -0.52
N 0.879406 2.237239 0.742641 0.2 0.8 0.5 1.15
C -2.893871 -0.269974 1.965938 0.1 0.1 0.2 0.57
C -4.171281 -0.769670 2.153633 -0.2 0.1 0.0 -0.71
C -4.450924 -2.059465 1.736117 0.0 0.1 0.0 -0.41
C -3.439925 -2.800735 1.148980 0.0 0.0 0.0 -1.02
C -2.183874 -2.224303 1.029352 0.2 0.0 0.0 -0.12
N -1.905098 -0.989623 1.441482 -0.3 0.0 0.0 0.52
H 0.741886 4.926355 2.790656 0.0 0.0 0.0 0.51
H 2.752476 5.581338 1.431963 0.0 0.0 0.0 0.37
H 3.566107 3.957091 -0.331546 0.0 0.0 0.0 0.43
H 2.308185 1.889898 -0.721780 -0.1 0.0 -0.1 0.47
H -4.909674 -0.121829 2.605675 0.0 0.0 0.0 0.55
H -5.440182 -2.483388 1.860978 0.0 0.0 0.0 0.39
H -3.615051 -3.807435 0.791397 0.0 0.0 0.0 0.44
H -1.358398 -2.779209 0.594872 0.0 0.0 0.0 0.38
C 2.923688 -4.039387 -4.020342 0.0 0.0 0.1 -0.96
O 2.781924 -3.418658 -2.765949 0.1 0.0 -0.1 -0.46
C 1.569491 -2.805282 -2.521480 -0.1 -0.1 0.0 0.88
C 0.397356 -3.111237 -3.199239 0.0 0.0 0.0 -1.02
C -0.769529 -2.432934 -2.873654 0.0 0.0 0.0 -1.18
C -0.821470 -1.416746 -1.894561 0.0 0.1 0.2 1.13
C -2.010650 -0.670723 -1.669160 0.1 -0.2 0.2 0.90
C -3.273625 -0.926201 -2.423232 0.0 0.1 0.0 -2.02
O -2.049698 0.326631 -0.814804 -1.3 -1.4 -1.2 -0.41
C 0.404650 -1.163125 -1.171022 -0.1 -0.1 -0.1 -0.89
O 0.472307 -0.270699 -0.171385 0.6 -1.5 -0.6 1.15
C 1.554111 -1.854637 -1.505965 0.1 0.1 0.1 -0.13
H 3.978467 -4.287711 -4.125081 0.0 0.0 0.0 0.27
H 2.625120 -3.369474 -4.832085 0.0 0.0 0.0 0.39
H 2.336556 -4.961216 -4.091777 0.0 0.0 0.0 0.30
H 0.376202 -3.857946 -3.981710 0.0 0.0 0.0 0.30
H -1.675326 -2.690353 -3.406870 0.0 0.1 -0.1 0.25
H -3.223267 -0.466141 -3.418214 0.0 -0.1 0.0 0.31
H -4.096250 -0.464549 -1.877366 0.0 0.0 0.0 0.39
H -3.483356 -1.992868 -2.539744 0.0 0.0 0.0 0.42
H 2.465819 -1.630901 -0.963921 0.0 0.0 0.0 0.41
S 0.034095 7.141524 -4.475645 0.0 0.1 0.0 -0.40
C -0.188222 5.769902 -3.542786 0.0 -0.1 0.0 0.12
S 0.530771 4.252189 -3.878229 0.0 0.0 0.0 -0.13
C -0.179900 3.316187 -2.582607 0.2 -0.1 -0.1 0.21
C -0.990806 4.010053 -1.758466 -0.1 0.1 0.1 0.12
S -1.883404 3.348575 -0.423861 -0.1 0.2 0.1 -0.53
S -1.152484 5.712672 -2.131565 -0.1 0.0 0.0 -0.14
S 0.154848 1.621312 -2.455948 0.1 0.1 0.0 -0.41
C 2.090995 -1.398168 4.610755 -0.2 0.0 0.1 -1.33
Sb 1.144221 -0.787704 2.721787 0.7 -0.2 0.4 0.89
C 3.089713 -0.268740 1.938896 -0.2 0.1 -0.2 -1.18
C 1.281689 -2.835159 2.025523 -0.2 0.1 -0.1 -1.45
H 3.007587 -1.964787 4.425888 0.0 0.0 0.0 0.35
H 1.397821 -2.023339 5.182304 0.1 0.0 0.0 0.34
H 2.328341 -0.521411 5.218989 0.0 0.0 -0.1 0.31
H 3.719608 -1.159278 1.890602 0.0 0.0 0.1 0.46
H 3.549009 0.478888 2.587224 0.0 0.0 0.0 0.45
H 2.966012 0.153127 0.942250 0.1 0.0 0.0 0.10
H 2.249009 -3.247865 2.317449 0.0 0.0 0.0 0.46
H 1.182572 -2.870281 0.939442 0.0 0.0 0.0 0.37
H 0.483188 -3.430248 2.475721 0.0 0.0 0.0 0.36

=====

Record 3
62
Properties=species:S:1:pos:R:3:forces:R:3:mulliken_charge:R:1 method="wB97M-V/def2-TZVPD" molar_mass_da=486.53 homo_energy_ha=-0.29416 largest_force_ev_per_a=1.3 total_charge=0 de_lowest_kcal_mol=72.33 orbital_gap_ev=8.13
C 2.669051 -4.173648 2.030350 0.1 0.1 0.2 -0.98
O 1.991640 -4.934666 1.060611 -0.3 -0.1 -0.4 -0.50
C 1.216828 -4.282336 0.138464 0.0 -0.1 0.0 1.40
C 1.060666 -2.898850 0.128033 0.1 -0.1 0.1 -0.20
C 0.275712 -2.263606 -0.811945 -0.1 -0.1 -0.2 -1.28
C -0.397956 -2.999662 -1.785830 0.4 -0.3 0.5 0.70
C -1.245061 -2.385279 -2.786579 -0.3 0.6 -0.4 -0.32
C -1.267240 -1.081727 -3.092251 0.3 -0.6 0.2 -0.75
C -2.175556 -0.538370 -4.108764 -0.2 0.1 -0.3 -0.15
O -2.678541 -1.187186 -5.004297 0.0 -0.1 0.0 -0.66
N -2.396643 0.822713 -4.045171 -0.3 0.1 -0.5 -0.11
C -2.092292 1.702371 -3.013908 0.2 0.3 0.5 0.26
C -1.745731 3.021810 -3.309226 -0.1 -0.3 0.0 -0.80
C -1.379911 3.891818 -2.303334 0.1 0.0 0.3 -0.68
C -1.358046 3.454342 -0.983653 -0.4 -0.4 -0.7 -0.57
N -0.949148 4.338410 0.022973 0.6 0.0 1.1 0.76
N -1.311146 5.623581 -0.003512 -0.7 0.2 -1.0 -0.56
N -0.874328 6.200651 1.046675 0.0 0.6 0.3 -0.69
C -0.211168 5.309216 1.800508 0.1 -0.9 -0.2 -0.40
C -0.238910 4.081277 1.159679 -0.1 0.8 0.1 -0.61
C 0.405689 2.827858 1.511485 0.2 -0.4 0.1 -0.14
C 1.039025 2.030957 0.564099 0.0 0.1 0.2 -0.03
C 1.694018 0.885699 0.966732 0.0 -0.1 0.3 -0.48
C 1.734904 0.491957 2.300362 0.0 0.1 -0.1 0.25
O 2.409363 -0.672701 2.541299 -0.4 0.2 -0.2 -0.35
C 2.998895 -0.895999 3.805746 0.2 -0.2 0.4 -0.96
C 1.074581 1.281618 3.262577 0.1 -0.2 0.1 0.69
O 1.085182 0.854438 4.563060 0.1 -0.2 -0.5 -0.43
C 0.482676 1.659798 5.546671 -0.1 0.1 0.2 -0.99
C 0.436959 2.442131 2.850241 0.0 0.0 -0.1 -0.46
C -1.783244 2.167981 -0.669687 0.0 0.3 0.0 0.09
C -2.152914 1.302468 -1.677007 -0.1 0.1 -0.1 -0.06
C -0.255947 -4.385876 -1.763916 0.1 0.2 0.1 -0.82
C 0.540004 -5.044350 -0.836055 0.0 0.0 0.0 0.13
O 0.555605 -6.398129 -0.988931 -0.2 0.4 -0.1 -0.49
C 1.340117 -7.229974 -0.165080 0.2 -0.4 0.2 -0.72
H 3.214838 -4.897497 2.634660 0.0 0.1 0.0 0.31
H 1.972480 -3.619553 2.666161 0.0 0.0 0.0 0.39
H 3.375169 -3.474462 1.572294 0.0 0.0 0.0 0.36
H 1.556045 -2.297408 0.872888 0.1 0.0 0.1 0.28
H 0.173729 -1.190934 -0.762800 0.0 0.1 0.0 0.49
H -1.919381 -3.042978 -3.320396 -0.1 0.0 -0.1 0.41
H -0.590571 -0.381520 -2.626818 0.1 0.0 0.1 0.85
H -2.826340 1.215954 -4.873142 0.0 -0.2 0.1 0.26
H -1.746687 3.354948 -4.336226 0.0 0.0 -0.1 0.39
H -1.099906 4.910111 -2.522001 0.0 0.1 0.0 0.53
H 0.256136 5.586921 2.722382 0.1 0.0 0.2 0.53
H 1.047880 2.316787 -0.476372 0.0 0.0 -0.1 0.50
H 2.207327 0.266304 0.248120 0.1 -0.1 -0.1 0.66
H 2.258785 -1.193804 4.551002 0.1 0.0 -0.1 0.29
H 3.712412 -1.706512 3.655199 0.0 0.1 0.0 0.29
H 3.529048 -0.009492 4.159650 0.0 0.0 0.0 0.40
H 0.645834 1.137071 6.487991 0.0 0.1 0.0 0.25
H -0.593084 1.767890 5.376835 0.0 0.0 0.0 0.36
H 0.946997 2.649492 5.598195 0.0 0.0 0.0 0.38
H -0.070969 3.064735 3.568878 -0.1 0.0 0.1 0.60
H -1.831980 1.848904 0.359965 0.0 0.0 0.1 0.50
H -2.504671 0.312829 -1.430863 0.0 0.0 0.0 0.61
H -0.762758 -4.995717 -2.495609 -0.1 -0.1 -0.1 0.44
H 1.168016 -8.239163 -0.539537 0.0 0.1 0.0 0.30
H 1.031620 -7.173508 0.880847 0.0 0.0 -0.1 0.24
H 2.402867 -6.991025 -0.242012 -0.1 0.0 0.0 0.26